{"formula": "C4H8O2", "method": "ωB97M-V/def2-TZVPD", "largest_force_ev_per_a": 4.5, "molar_mass_g_mol": 88.11, "total_charge": 0, "smiles": "C=CO.CC=O", "e_above_lowest_kcal_mol": 72.6, "gap_ev": 9.849, "species": ["C", "C", "O", "H", "H", "H", "H", "C", "C", "O", "H", "H", "H", "H"], "xyz": [[-0.4011, 0.6838, -1.5885], [-0.8014, 1.4663, -2.6382], [-1.7999, 1.1900, -3.6133], [0.7125, 0.7552, -1.2805], [-1.0079, -0.1229, -1.3178], [-0.3030, 2.3480, -2.8316], [-1.9745, 0.1738, -3.4852], [1.3398, -1.0206, 2.0231], [0.0578, -0.7779, 2.7886], [-0.9732, -0.3655, 2.2368], [1.1165, -1.3915, 1.0991], [2.0470, -0.1572, 2.1880], [1.8750, -1.7947, 2.6076], [0.1124, -0.9867, 3.8121]], "forces_ev_per_a": [[1.7, 2.0, -2.3], [-0.7, -2.9, 0.6], [0.7, -2.5, 2.4], [-2.4, 0.3, 0.1], [-0.5, -1.4, 0.5], [0.9, 1.7, -0.8], [0.2, 2.9, -0.5], [1.1, 0.6, 4.3], [-1.7, 1.5, -3.7], [2.1, -1.0, 1.5], [-0.1, -0.3, -2.8], [-0.9, -0.5, -0.9], [-0.2, 0.0, -0.4], [-0.3, -0.2, 2.1]]}